Record 1
Formula: C18H40Br4N2O3S3
Source: the Open Molecules 2025 dataset
Level of theory: ωB97M-V/def2-TZVPD

XYZ file:
```
70
Properties=species:S:1:pos:R:3
C -2.067 2.729 -0.556
C -3.267 2.226 0.138
C -3.276 2.609 1.602
C -3.361 4.068 1.796
N -3.472 5.190 2.066
H -2.163 2.412 -1.594
H -1.114 2.587 -0.047
H -2.218 3.808 -0.565
H -3.421 1.147 0.181
H -4.172 2.432 -0.434
H -2.455 2.172 2.170
H -4.153 2.293 2.166
C -1.061 -0.809 0.352
C -0.407 -0.504 -1.048
C 1.104 -0.443 -0.917
C 1.774 -1.756 -0.736
N 2.308 -2.737 -0.669
H -0.727 -1.820 0.588
H -2.134 -0.619 0.321
H -0.648 -0.067 1.035
H -0.615 0.491 -1.443
H -0.618 -1.229 -1.835
H 1.406 0.246 -0.128
H 1.384 0.061 -1.841
C 1.576 1.426 2.518
S 0.218 2.245 3.495
O -0.778 1.132 3.899
C 1.147 2.850 5.017
H 1.430 0.346 2.537
H 2.545 1.654 2.962
H 1.504 1.655 1.455
H 2.158 3.258 5.012
H 0.948 2.130 5.811
H 0.575 3.702 5.383
C 4.605 1.591 -2.456
S 5.084 1.337 -0.686
O 5.477 -0.136 -0.826
C 6.544 2.454 -0.891
H 5.116 0.788 -2.988
H 4.777 2.599 -2.834
H 3.522 1.468 -2.457
H 7.092 2.160 -1.786
H 7.227 2.359 -0.046
H 6.252 3.503 -0.942
C 6.278 -2.611 -1.618
S 5.305 -2.216 -3.110
O 6.315 -2.252 -4.246
C 4.219 -3.691 -3.111
H 5.824 -2.287 -0.681
H 7.256 -2.132 -1.668
H 6.481 -3.639 -1.317
H 4.133 -4.001 -2.070
H 4.664 -4.564 -3.589
H 3.285 -3.353 -3.559
Br -4.012 -1.293 -3.210
C -4.295 -2.825 -1.999
C -5.711 -2.893 -1.671
Br -5.919 -4.398 -0.427
H -3.725 -2.620 -1.093
H -3.813 -3.734 -2.361
H -6.329 -3.054 -2.555
H -6.090 -1.952 -1.274
Br -8.236 -1.403 1.613
C -6.411 -1.751 2.297
C -5.431 -0.669 1.855
Br -3.639 -0.973 2.711
H -6.168 -2.736 1.899
H -6.516 -1.683 3.380
H -5.811 0.275 2.245
H -5.294 -0.555 0.780
```

Values from the calculation:
charge = 0
orbital gap = 8.34 eV
E_HOMO = -8.33 eV
multiplicity = 1

---

Record 2
Formula: C18H40BrGaNO8
Source: the Open Molecules 2025 dataset
Level of theory: ωB97M-V/def2-TZVPD

XYZ file:
```
69
Properties=species:S:1:pos:R:3
C -2.724 0.259 -3.596
O -2.535 -1.135 -3.651
C -1.510 -1.561 -4.529
C -0.156 -0.896 -4.315
C 0.410 -0.988 -2.889
C 0.287 -2.363 -2.215
Ga 1.579 -2.511 -0.726
Br 1.060 -0.926 1.016
O 1.351 -4.258 0.140
C 0.236 -4.514 0.667
N -0.778 -4.756 1.164
H -3.751 0.447 -3.264
H -2.032 0.726 -2.880
H -2.594 0.730 -4.583
H -1.421 -2.642 -4.363
H -1.835 -1.407 -5.575
H 0.546 -1.382 -5.013
H -0.211 0.159 -4.629
H 1.471 -0.695 -2.945
H -0.066 -0.227 -2.253
H 0.524 -3.162 -2.937
H -0.741 -2.539 -1.879
H 3.109 -2.335 -1.078
C -5.692 4.796 0.105
O -4.674 5.203 -0.776
C -3.696 4.203 -1.011
C -3.117 4.307 -2.400
O -3.994 3.885 -3.431
C -5.043 4.747 -3.817
C -4.607 5.910 -4.678
O -3.943 6.900 -3.917
C -2.983 7.623 -4.648
H -5.319 4.663 1.128
H -6.451 5.577 0.108
H -6.150 3.855 -0.221
H -4.131 3.206 -0.877
H -2.874 4.313 -0.291
H -2.282 3.603 -2.443
H -2.728 5.311 -2.587
H -5.618 5.102 -2.957
H -5.697 4.127 -4.435
H -5.502 6.343 -5.147
H -3.952 5.537 -5.475
H -2.273 6.953 -5.147
H -2.439 8.247 -3.941
H -3.446 8.268 -5.405
C 6.227 -3.418 8.265
O 5.462 -3.063 7.143
C 6.233 -2.595 6.050
C 5.604 -2.951 4.724
O 5.703 -4.324 4.400
C 4.720 -5.189 4.943
C 3.387 -5.128 4.234
O 2.697 -3.943 4.556
C 1.845 -3.489 3.511
H 6.693 -2.543 8.738
H 5.555 -3.886 8.982
H 7.017 -4.132 8.002
H 7.244 -3.021 6.094
H 6.321 -1.501 6.103
H 6.184 -2.435 3.955
H 4.573 -2.597 4.673
H 4.588 -5.023 6.016
H 5.123 -6.194 4.795
H 2.797 -6.006 4.539
H 3.552 -5.196 3.152
H 2.389 -3.414 2.566
H 1.487 -2.499 3.780
H 0.988 -4.156 3.372
```

Values from the calculation:
charge = -1
orbital gap = 8.07 eV
E_HOMO = -5.80 eV
multiplicity = 1

---

Record 3
Formula: C18H40ClN2O13P4S
Source: the Open Molecules 2025 dataset
Level of theory: ωB97M-V/def2-TZVPD

XYZ file:
```
79
Properties=species:S:1:pos:R:3
C -4.779 -4.558 -1.508
C -4.594 -3.420 -0.432
C -3.106 -2.992 -0.163
N -2.284 -2.813 -1.399
C -1.621 -3.948 -1.826
C -0.758 -3.980 -2.997
P 0.062 -5.585 -3.455
O -0.346 -6.705 -2.299
O 1.684 -5.306 -3.331
S -0.413 -6.242 -5.205
C -0.545 -2.735 -3.752
C 0.375 -2.667 -4.988
C 1.917 -2.376 -4.679
C 2.282 -2.086 -3.174
C 2.043 -0.579 -2.711
N 2.360 0.415 -3.760
C -1.272 -1.527 -3.245
Cl -0.969 -0.024 -4.153
C -2.146 -1.586 -2.061
P -2.993 -0.041 -1.447
O -2.055 0.572 -0.456
O -3.304 1.077 -2.610
O -4.410 -0.310 -0.654
H -4.383 -5.550 -1.145
H -5.889 -4.712 -1.628
H -4.385 -4.290 -2.525
H -5.288 -2.585 -0.698
H -4.981 -3.840 0.544
H -2.636 -3.809 0.455
H -3.043 -2.060 0.468
H -1.763 -4.901 -1.254
H -1.021 -7.272 -2.729
H 2.188 -5.921 -3.899
H 0.341 -3.639 -5.561
H 0.034 -1.888 -5.729
H 2.293 -1.558 -5.357
H 2.509 -3.290 -4.981
H 3.400 -2.239 -3.090
H 1.841 -2.831 -2.448
H 1.034 -0.410 -2.254
H 2.788 -0.410 -1.875
H 1.595 1.091 -3.869
H 3.155 1.001 -3.488
H -3.595 0.662 -3.448
H -4.363 0.152 0.207
C -1.720 -0.215 2.575
O -2.177 0.557 3.687
P -1.073 1.319 4.747
O -2.046 1.324 5.896
O -1.191 2.751 3.968
C -1.161 2.854 2.550
O 0.231 1.950 5.624
C 0.617 1.208 6.780
H -2.277 -1.153 2.543
H -1.907 0.322 1.644
H -0.653 -0.435 2.651
H -2.174 2.760 2.153
H -0.505 2.107 2.101
H -0.783 3.841 2.281
H 0.777 0.160 6.525
H -0.141 1.289 7.559
H 1.549 1.629 7.160
C 5.728 6.145 2.171
O 4.899 4.984 2.046
P 3.368 4.906 2.797
O 3.381 3.400 2.864
O 2.586 5.359 1.431
C 3.039 6.429 0.615
O 1.917 5.099 3.649
C 1.883 4.523 4.958
H 6.743 5.829 2.400
H 5.751 6.693 1.227
H 5.375 6.811 2.960
H 3.744 6.051 -0.129
H 3.497 7.225 1.204
H 2.184 6.849 0.085
H 2.739 4.862 5.544
H 1.880 3.438 4.898
H 0.965 4.843 5.449
```

Values from the calculation:
charge = +1
orbital gap = 5.80 eV
E_HOMO = -10.93 eV
multiplicity = 1

---

Record 4
Formula: C18H40CoN4O3S4
Source: the Open Molecules 2025 dataset
Level of theory: ωB97M-V/def2-TZVPD

XYZ file:
```
70
Properties=species:S:1:pos:R:3
Co -0.304 -0.647 -0.816
N 1.796 -0.677 -0.303
C 2.234 0.679 0.111
C 3.039 0.710 1.425
C 4.549 0.960 1.286
C 4.913 2.403 1.631
N 4.449 3.400 0.662
C 5.208 4.019 -0.242
N 4.710 5.057 -0.915
N 6.440 3.596 -0.514
C 1.010 1.584 0.241
O 1.137 2.762 0.441
O -0.161 0.982 0.129
H 1.780 -1.284 0.516
H 2.442 -1.114 -0.954
H 2.819 1.114 -0.702
H 2.845 -0.219 1.967
H 2.623 1.499 2.054
H 4.903 0.695 0.285
H 5.100 0.329 1.984
H 5.983 2.527 1.802
H 4.442 2.666 2.580
H 3.519 3.772 0.802
H 3.858 5.502 -0.617
H 5.271 5.557 -1.586
H 6.853 2.826 -0.018
H 7.056 4.142 -1.094
C -2.679 -1.513 -3.318
C -3.441 -0.916 -2.145
S -2.559 0.255 -1.085
C -2.203 1.710 -2.106
C -1.235 1.542 -3.269
S 0.360 0.823 -2.761
C 0.811 -0.250 -4.138
C -0.055 -1.502 -4.360
S -0.983 -2.072 -2.908
H -2.613 -0.814 -4.146
H -3.218 -2.388 -3.683
H -3.762 -1.694 -1.449
H -4.353 -0.437 -2.505
H -1.820 2.430 -1.381
H -3.156 2.096 -2.474
H -1.024 2.525 -3.690
H -1.647 0.929 -4.066
H 1.840 -0.538 -3.918
H 0.851 0.357 -5.043
H 0.583 -2.331 -4.661
H -0.775 -1.361 -5.164
C 0.954 -5.063 -0.383
C -0.294 -5.567 0.331
C -1.543 -4.749 0.047
S -1.740 -3.114 0.775
O -0.622 -2.232 0.131
C -1.244 -3.314 2.503
C 0.229 -3.093 2.824
C 0.437 -3.128 4.335
H 1.818 -5.662 -0.102
H 1.168 -4.023 -0.134
H 0.838 -5.137 -1.466
H -0.129 -5.644 1.407
H -0.523 -6.583 0.005
H -2.452 -5.254 0.391
H -1.674 -4.564 -1.023
H -1.583 -4.322 2.758
H -1.870 -2.610 3.053
H 0.533 -2.120 2.428
H 0.848 -3.847 2.339
H -0.145 -2.353 4.834
H 1.487 -2.972 4.579
H 0.143 -4.091 4.752
```

Values from the calculation:
relative energy (zero: lowest compared OMol25 entry of this formula, charge and spin) = 2.92 kcal/mol
charge = +3
orbital gap (spin up / spin down) = 10.32 / 7.32 eV
E_HOMO (spin up / spin down) = -17.42 / -17.68 eV
multiplicity = 5

---

Record 5
Formula: C18H40CoN5OP3
Source: the Open Molecules 2025 dataset
Level of theory: ωB97M-V/def2-TZVPD

XYZ file:
```
68
Properties=species:S:1:pos:R:3
Co -0.167 0.207 0.258
P 1.608 1.498 0.232
P -0.704 -0.520 2.119
P -1.663 1.504 -0.318
H -0.777 -2.078 -6.999
C -0.876 -0.992 -7.144
C 0.178 -0.197 -7.322
H 1.219 -0.564 -7.323
C 3.301 0.796 -0.080
C 1.753 2.171 1.967
C 1.698 2.993 -0.837
C -1.959 -1.807 1.918
C 0.605 -1.342 3.060
C -1.373 0.640 3.311
C -1.583 2.406 -1.881
C -2.084 2.899 0.772
C -3.172 0.532 -0.466
H -1.898 -0.592 -7.220
H 0.032 0.872 -7.534
H 3.330 0.332 -1.082
H 3.543 0.048 0.698
H 4.059 1.599 -0.047
H 1.895 1.312 2.656
H 0.822 2.723 2.207
H 2.628 2.848 2.017
H 1.697 2.704 -1.900
H 2.634 3.536 -0.644
H 0.856 3.667 -0.634
H -2.372 -2.004 2.910
H -1.486 -2.701 1.504
H -2.744 -1.503 1.220
H 0.266 -1.376 4.099
H 1.564 -0.812 3.000
H 0.741 -2.358 2.677
H -2.393 0.330 3.538
H -1.389 1.672 2.960
H -0.752 0.606 4.205
H -2.246 3.268 -1.818
H -1.948 1.748 -2.665
H -0.575 2.747 -2.122
H -2.588 3.661 0.171
H -1.200 3.361 1.223
H -2.762 2.556 1.552
H -3.825 1.014 -1.192
H -3.654 0.461 0.509
H -2.912 -0.464 -0.827
C 0.606 0.229 -3.676
C -0.396 -0.757 -3.600
C -1.661 -0.470 -4.096
C -1.862 0.745 -4.779
C -0.789 1.612 -5.040
C 0.468 1.349 -4.510
O 1.774 0.150 -2.927
H 1.438 0.016 -2.045
H -0.225 -1.712 -3.117
H -2.496 -1.178 -3.992
H -2.824 0.983 -5.232
H -0.922 2.502 -5.665
H 1.347 2.003 -4.625
N 1.120 -4.121 -2.572
N 0.993 -3.483 -1.364
N 2.136 -3.400 -0.656
C 1.930 -2.322 0.076
N 0.774 -1.693 -0.232
N 0.209 -2.394 -1.234
H 0.236 -4.336 -3.000
H 1.687 -4.941 -2.431
H 2.712 -1.982 0.753
```

Values from the calculation:
relative energy (zero: lowest compared OMol25 entry of this formula, charge and spin) = 0.00 kcal/mol
charge = +3
orbital gap (spin up / spin down) = 8.63 / 4.70 eV
E_HOMO (spin up / spin down) = -17.10 / -17.46 eV
multiplicity = 5

---

Record 6
Formula: C18H40F2O23PS3V2
Source: the Open Molecules 2025 dataset
Level of theory: ωB97M-V/def2-TZVPD

XYZ file:
```
89
Properties=species:S:1:pos:R:3
O -0.979 3.351 1.382
V -0.048 2.679 2.436
O 5.641 -0.450 0.414
V 4.788 0.865 0.756
O 3.776 4.120 3.313
C 3.214 3.248 2.493
O 2.008 2.987 2.623
O 3.914 2.615 1.641
H 4.735 4.108 3.162
O -1.668 -0.305 4.493
C -1.195 0.782 3.900
O -0.146 1.353 4.291
O -1.763 1.274 2.882
H -2.526 -0.455 4.040
O 0.535 1.183 1.029
P 1.328 0.230 0.227
O 2.829 0.333 0.215
F 0.706 0.076 -1.166
F 1.069 -1.193 0.812
C 1.415 2.232 -3.057
C 1.689 3.571 -3.730
C 1.174 3.452 -5.153
O 0.347 2.285 -5.161
C 0.901 1.380 -4.217
H 0.726 2.391 -2.224
H 2.296 1.729 -2.649
H 2.756 3.795 -3.606
H 1.288 4.477 -3.269
H 1.950 3.322 -5.918
H 0.611 4.337 -5.448
H 1.663 0.716 -4.637
H 0.027 0.778 -3.955
O -1.660 3.592 -1.349
S -2.741 2.659 -1.592
O -3.527 2.197 -0.479
O -3.736 3.409 -2.640
C -3.140 4.040 -3.757
C -3.993 3.891 -4.998
C -2.246 1.262 -2.604
H -2.099 3.741 -3.942
H -2.943 5.098 -3.539
H -4.936 4.428 -4.943
H -4.164 2.819 -5.146
H -3.460 4.128 -5.919
H -3.045 0.528 -2.533
H -1.360 0.835 -2.142
H -2.017 1.589 -3.615
O -4.648 -3.257 1.281
S -3.615 -2.391 1.780
O -3.846 -1.596 2.969
O -2.320 -3.377 1.953
C -1.029 -2.786 2.221
C -0.544 -3.361 3.538
C -3.058 -1.197 0.519
H -1.093 -1.696 2.245
H -0.403 -3.006 1.356
H -0.481 -4.441 3.397
H -1.286 -3.145 4.304
H 0.438 -2.994 3.834
H -3.174 -1.683 -0.454
H -2.052 -0.842 0.703
H -3.776 -0.381 0.428
O 4.650 0.153 5.258
S 4.166 -0.494 4.083
O 4.585 0.012 2.768
O 4.542 -2.069 4.185
C 4.847 -2.534 5.530
C 4.807 -4.046 5.412
C 2.388 -0.465 4.078
H 4.103 -2.221 6.261
H 5.833 -2.171 5.810
H 5.064 -4.573 6.330
H 5.448 -4.430 4.620
H 3.788 -4.364 5.178
H 2.146 0.464 3.556
H 2.020 -0.430 5.097
H 2.020 -1.262 3.434
C -4.462 -4.003 -3.810
O -3.099 -4.326 -3.591
C -2.294 -3.367 -3.191
O -2.567 -2.199 -3.065
O -1.104 -3.891 -2.932
C -0.087 -2.971 -2.578
H -4.549 -3.075 -4.375
H -5.059 -4.010 -2.900
H -4.871 -4.786 -4.448
H -0.347 -2.454 -1.656
H 0.122 -2.231 -3.353
H 0.803 -3.588 -2.491
```

Values from the calculation:
charge = +1
orbital gap (spin up / spin down) = 5.44 / 6.01 eV
E_HOMO (spin up / spin down) = -11.97 / -11.97 eV
multiplicity = 3